i.
This record from the OMol25 dataset describes a 2-piece molecular cluster, C4H10OSSi overall. The level of theory is ωB97M-V/def2-TZVPD.

Output
HOMO energy = -7.46 eV
orbital gap = 7.5 eV

Each atom is followed by the atoms it is bonded to, with distances in Å.
CARTESIAN COORDINATES (ANGSTROEM)
1 C -1.95059 0.26130 -0.01322  C2 1.442, S7 1.626
2 C -2.15493 1.66721 -0.25969  C1 1.442, H8 1.006, H9 1.103, H10 1.043
3 C 1.38948 -0.01491 1.59586  Si6 1.868, H11 1.005, H12 1.033, H13 1.051
4 C 0.99053 -1.99972 -0.74127  Si6 1.891, H14 1.040, H15 1.061, H16 0.987
5 O 1.67849 0.70217 -1.13096  Si6 1.640, H17 0.998
6 Si 0.74710 -0.22151 -0.14638  C3 1.868, C4 1.891, O5 1.640
7 S -3.07117 -0.91611 -0.05212  C1 1.626
8 H -2.27305 2.14598 0.61731  C2 1.006
9 H -1.44943 2.21039 -0.90990  C2 1.103
10 H -3.07528 1.94821 -0.66103  C2 1.043
11 H 0.90274 0.65594 2.16353  C3 1.005
12 H 1.47620 -0.87480 2.16247  C3 1.033
13 H 2.40140 0.26597 1.64692  C3 1.051
14 H 1.09724 -2.12636 -1.76814  C4 1.040
15 H 1.85050 -2.44472 -0.30776  C4 1.061
16 H 0.26323 -2.62890 -0.51768  C4 0.987
17 H 1.17753 1.36986 -1.67795  O5 0.998


ii.
This record from the OMol25 dataset describes one molecule with the formula C4H10OSSi. The level of theory is ωB97M-V/def2-TZVPD.

Output
HOMO energy = -8.12 eV
orbital gap = 8.8 eV

Each atom is followed by the atoms it is bonded to, with distances in Å.
CARTESIAN COORDINATES (ANGSTROEM)
1 C -3.12865 -0.90742 -0.41036  C2 1.336, H8 1.095, H9 1.117
2 C -3.02351 0.14980 0.39956  C1 1.336, S3 1.767, H10 1.021
3 S -1.47890 0.81112 0.94709  C2 1.767, Si4 2.442
4 Si 0.06499 -0.96558 0.29575  S3 2.442, O5 1.547, H11 1.448, H12 1.442
5 O 1.43163 -0.41430 0.76697  Si4 1.547, C6 1.415
6 C 2.58203 0.09682 0.12168  O5 1.415, C7 1.516, H13 1.179, H14 1.055
7 C 2.19862 1.50605 -0.28668  C6 1.516, H15 1.027, H16 1.076, H17 1.044
8 H -4.14982 -1.24527 -0.61658  C1 1.095
9 H -2.43560 -1.75242 -0.64243  C1 1.117
10 H -3.82939 0.75941 0.54442  C2 1.021
11 H -0.41973 -2.15383 0.96613  Si4 1.448
12 H -0.18174 -1.22015 -1.10235  Si4 1.442
13 H 3.47427 0.18836 0.88675  C6 1.179
14 H 2.61011 -0.47504 -0.76386  C6 1.055
15 H 1.25434 1.47640 -0.68977  C7 1.027
16 H 2.20901 2.16795 0.56204  C7 1.076
17 H 2.82233 1.97810 -0.97836  C7 1.044


It is ii that is most stable; the runner-up trails by 0.0375 hartree.